19
Properties=species:S:1:pos:R:3:nbo_charge:R:1 method="wB97M-V/def2-TZVPD" homo_lumo_gap_ha=0.35751 charge=+1 de_lowest_kcal_mol=42.0 lumo_ev=-3.86
C -2.46 0.82 -0.01 0.01
C -1.24 0.11 -0.01 -0.48
C -2.54 -0.67 0.00 -0.38
C 1.02 -1.52 0.72 -0.96
C 1.13 0.18 -1.70 -0.94
C 1.17 1.44 0.98 -0.95
P 0.51 0.06 0.00 1.56
H -2.97 1.75 -0.01 0.25
H -2.85 -1.17 0.91 0.21
H -2.86 -1.19 -0.90 0.21
H 1.78 -1.99 0.09 0.27
H 0.16 -2.19 0.79 0.28
H 1.44 -1.38 1.71 0.28
H 2.22 0.25 -1.67 0.27
H 0.72 1.06 -2.18 0.27
H 0.84 -0.71 -2.26 0.27
H 1.21 2.35 0.38 0.27
H 2.18 1.19 1.30 0.27
H 0.55 1.60 1.85 0.28